1.
{"formula": "CH3NOS", "method": "wB97M-V/def2-TZVPD", "elements": ["C", "N", "O", "S", "H", "H", "H"], "positions_angstrom": [[0.685763, -0.463198, 1.041630], [0.417534, 0.631415, 0.177668], [-1.575541, -0.544396, -1.049640], [-1.019559, 0.769584, -0.678951], [1.774511, -0.504020, 1.346489], [0.113619, -1.262062, 0.998625], [-0.396326, 1.372676, -1.835821]], "forces_ev_per_angstrom": [[2.9189, 8.3042, -5.1960], [1.7497, -4.0826, 3.7506], [0.0684, 0.2098, -0.1189], [0.0548, 0.0022, -0.0800], [-1.7058, 0.2972, 0.2580], [-2.9363, -3.8080, 0.2114], [-0.1497, -0.9228, 1.1749]], "nbo_charge": [-0.036, -0.649, -0.957, 1.237, 0.206, 0.171, 0.029], "multiplicity": 1, "orbital_gap_ev": 8.912, "homo_ev": -9.352, "e_above_lowest_kcal_mol": 81.7}


2.
{"formula": "C2HFO", "method": "wB97M-V/def2-TZVPD", "elements": ["O", "C", "C", "F", "H"], "positions_angstrom": [[-0.320746, -2.714229, 0.075227], [0.039441, -1.636623, 0.319781], [0.351071, -0.324680, 0.533784], [1.311399, 0.455896, 1.362566], [-0.194521, 0.381958, 0.039882]], "forces_ev_per_angstrom": [[0.2623, 0.6530, 0.1066], [1.2714, 2.1838, 1.1574], [1.8768, -1.1316, 1.7386], [-1.9032, -3.0921, -1.6140], [-1.5073, 1.3870, -1.3886]], "nbo_charge": [-0.407, 0.640, -0.108, -0.332, 0.208], "multiplicity": 1, "orbital_gap_ev": 9.088, "smiles": "O=C=CF", "homo_ev": -9.653, "e_above_lowest_kcal_mol": 14.7}